The following is a quantum chemistry calculation of a molecular structure, C22H19Cl2FeN5O3S, from OMol25.

## Properties
Charge: -1
Energy (Eh): -3931.67193
Highest occupied orbital energy (spin up / spin down) (eV): -4.770 / -4.789
Largest force on an atom (hartree/bohr): 0.017
Orbital gap (spin up / spin down) (eV): 7.54 / 7.57
LUMO level (spin up / spin down) (eV): 2.77 / 2.78
2S+1: 2

```
53
Properties=species:S:1:pos:R:3:forces:R:3
Fe -0.3993 -1.5555 -0.0154 0.245 0.408 -0.740
N 1.5196 -4.2337 -2.7650 0.039 -0.061 -0.054
C 0.7322 -3.2929 -2.1484 -0.010 0.196 0.104
S 0.0890 -3.6852 -0.5765 -0.164 -0.075 -0.122
N 0.4885 -2.1897 -2.7756 0.139 -0.014 -0.065
N -0.3719 -1.3894 -2.0622 0.140 0.322 0.494
C -0.9930 -0.4906 -2.7263 -0.085 -0.214 -0.076
C -2.1808 0.1528 -2.2190 0.012 0.119 0.067
C -2.7961 1.1648 -2.9601 -0.010 0.049 0.010
C -4.0075 1.7045 -2.5798 0.036 0.019 -0.065
C -4.6405 1.1872 -1.4470 -0.034 -0.036 0.051
C -4.0666 0.1781 -0.7061 0.028 0.048 0.016
C -2.8004 -0.3514 -1.0447 0.058 0.010 -0.001
O -2.2720 -1.2635 -0.2916 -0.080 -0.508 0.439
H 2.0350 -4.7963 -2.1056 0.012 0.026 -0.002
H 2.1181 -3.8155 -3.4638 -0.018 -0.011 0.011
H -0.6942 -0.3184 -3.7589 -0.075 -0.119 -0.050
H -2.2978 1.5217 -3.8552 0.004 0.004 -0.014
H -4.4669 2.4963 -3.1562 0.005 0.000 -0.005
H -5.6017 1.5862 -1.1428 -0.005 -0.004 0.006
H -4.5512 -0.2199 0.1757 -0.006 -0.009 0.013
C -0.7667 1.6968 0.3899 0.020 0.022 -0.132
N -0.4812 0.3574 0.9040 0.023 0.079 -0.329
C -0.2475 0.2720 2.1610 -0.099 -0.063 0.133
C -0.1565 -1.0167 2.7411 0.164 -0.016 -0.075
C 0.0855 -1.4912 4.0233 -0.073 -0.041 0.021
C 0.0023 -2.8869 3.9300 -0.036 0.017 0.093
C -0.2704 -3.1859 2.5982 -0.123 0.039 -0.169
N -0.3677 -2.0563 1.8721 0.031 0.043 0.159
C 0.4062 2.6479 0.3689 -0.004 0.045 -0.004
C 0.1923 4.0090 0.5650 0.006 -0.010 0.028
C 1.2440 4.9100 0.4862 0.024 0.011 0.006
C 2.5272 4.4549 0.2153 -0.018 0.008 -0.005
C 2.7447 3.0983 0.0191 -0.009 -0.016 0.017
C 1.6914 2.1977 0.0929 0.022 -0.014 -0.052
H -1.5777 2.1382 0.9784 -0.011 0.015 -0.035
H -1.1466 1.6069 -0.6266 0.005 -0.049 0.040
H -0.1722 1.1659 2.7821 -0.012 0.015 -0.001
H 0.2959 -0.8959 4.8975 0.001 0.008 0.020
H 0.1242 -3.6045 4.7254 0.009 -0.008 0.016
H -0.4134 -4.1563 2.1503 0.064 -0.019 -0.047
H -0.8087 4.3646 0.7835 -0.010 0.004 0.003
H 1.0630 5.9660 0.6451 0.001 0.009 0.003
H 3.3526 5.1537 0.1621 0.007 0.007 -0.004
H 3.7427 2.7319 -0.1865 0.011 -0.005 -0.001
H 1.8547 1.1371 -0.0548 -0.007 0.028 0.004
Cl 3.2142 -2.9422 2.1756 -0.030 0.021 0.012
C 3.5575 -1.5266 1.1558 0.071 0.014 0.044
Cl 3.3444 -0.0264 2.0831 -0.018 0.013 0.003
C 2.6989 -1.6263 -0.1317 0.254 -0.216 -0.173
O 3.2462 -2.2614 -1.0220 -0.039 -0.038 -0.070
O 1.5760 -1.0442 -0.1352 -0.451 -0.019 0.447
H 4.6022 -1.5770 0.8753 -0.005 -0.033 0.032
```
Positions in Å, forces in eV/Å.